Entry from the OMol25 dataset: a structure of composition C37H37F5P2Sn in a non-equilibrium geometry (the ωB97M-V functional and the def2-TZVPD basis).

XYZ file:
```
82
Properties=species:S:1:pos:R:3:lowdin_charge:R:1
Sn 2.021 -1.210 -5.917 1.141
C -2.576 0.244 0.103 -0.101
C -3.155 0.200 -1.112 -0.109
C -3.475 1.342 -2.048 -0.215
C -2.351 2.094 -2.781 -0.196
C -1.340 2.824 -1.924 -0.116
C -1.429 3.144 -0.623 -0.101
C -2.550 2.831 0.317 -0.194
C -2.418 1.437 0.977 -0.185
C 1.756 0.492 -4.566 -0.211
H -2.224 -0.691 0.574 0.111
H -3.535 -0.774 -1.473 0.090
H -4.080 2.092 -1.537 0.097
H -4.105 0.917 -2.843 0.104
H -1.807 1.423 -3.472 0.079
H -2.836 2.840 -3.446 0.121
H -0.467 3.168 -2.501 0.091
H -0.589 3.681 -0.163 0.109
H -3.515 2.969 -0.180 0.098
H -2.505 3.574 1.127 0.117
H -1.422 1.376 1.429 0.114
H -3.130 1.383 1.817 0.126
H 2.640 0.473 -3.904 0.030
H 0.870 0.395 -3.926 0.015
H 1.735 1.400 -5.188 -0.001
P 0.130 -2.067 -7.325 0.903
P 2.361 0.480 -8.004 0.970
C -0.311 -0.436 -7.942 -0.306
C 0.585 0.473 -8.389 -0.297
C -0.170 -3.190 -8.746 -0.359
C -1.248 -2.839 -9.574 -0.084
C -1.632 -3.679 -10.615 -0.042
C -0.940 -4.867 -10.844 -0.033
C 0.166 -5.200 -10.051 -0.045
C 0.566 -4.367 -9.001 -0.070
C -1.293 -2.347 -6.220 -0.378
C -1.553 -1.374 -5.249 -0.115
C -2.455 -1.663 -4.220 -0.045
C -3.171 -2.861 -4.249 -0.029
C -2.948 -3.812 -5.249 -0.034
C -1.989 -3.568 -6.239 -0.055
C 2.982 0.809 -9.735 -0.331
C 2.597 -0.061 -10.780 -0.093
C 2.868 0.273 -12.111 -0.056
C 3.547 1.452 -12.432 -0.040
C 3.972 2.290 -11.399 -0.044
C 3.717 1.961 -10.065 -0.068
C 2.547 2.190 -7.314 -0.420
C 3.796 2.566 -6.764 -0.107
C 3.902 3.756 -6.035 -0.045
C 2.795 4.604 -5.905 -0.041
C 1.596 4.283 -6.543 -0.045
C 1.470 3.086 -7.255 -0.084
H -1.392 -0.279 -8.050 0.108
H 0.283 1.248 -9.110 0.114
H -1.790 -1.908 -9.400 0.107
H -2.485 -3.396 -11.229 0.124
H -1.272 -5.531 -11.640 0.125
H 0.703 -6.124 -10.255 0.122
H 1.428 -4.622 -8.376 0.115
H -1.058 -0.397 -5.295 0.094
H -2.590 -0.954 -3.400 0.079
H -3.906 -3.058 -3.459 0.127
H -3.492 -4.764 -5.250 0.127
H -1.770 -4.311 -7.009 0.113
H 2.049 -0.976 -10.550 0.101
H 2.547 -0.394 -12.914 0.119
H 3.763 1.706 -13.473 0.124
H 4.509 3.211 -11.633 0.123
H 4.060 2.639 -9.285 0.099
H 4.670 1.935 -6.919 0.118
H 4.848 4.015 -5.566 0.120
H 2.862 5.506 -5.297 0.123
H 0.730 4.943 -6.470 0.122
H 0.532 2.856 -7.760 0.099
F 1.076 -3.302 -3.556 0.098
C 1.418 -2.011 -3.285 -0.281
F 0.294 -1.422 -2.767 0.099
C 2.532 -1.947 -2.214 -0.508
F 2.800 -0.645 -1.913 0.141
F 2.210 -2.571 -1.043 0.179
F 3.652 -2.540 -2.704 0.146
```

Summary:
LUMO level (alpha / beta): -0.325 / -0.308 hartree
Charge: +2
Gap between HOMO and LUMO (alpha / beta): 3.8 / 4.2 eV